Computed, not measured: C30H48BrCdN3P2 as an isolated structure at a distorted geometry, with the ωB97M-V functional and the def2-TZVPD basis.

Output
Energy above the lowest of the compared OMol25 structures with the same formula, charge and spin in kJ/mol: 242.1
Orbital gap (spin up / spin down) in eV: 3.64 / 3.61
LUMO energy (spin up / spin down) in eV: -8.18 / -8.21
Total energy in Eh: -4759.99905
Charge: +2
HOMO energy (spin up / spin down) in eV: -11.821 / -11.821

Each line ends with the Mulliken charge.
Element x y z (Å)
N 3.046 -2.921 -6.001  -0.48
C 2.039 -3.704 -5.598  -0.39
C 1.444 -3.583 -4.340  -0.46
C 1.832 -2.528 -3.475  0.27
C 2.986 -1.795 -3.892  -0.29
C 3.522 -1.995 -5.168  -0.48
C 1.021 -2.088 -2.359  -0.53
Cd 0.255 -0.748 -0.074  1.13
P -1.958 3.368 1.487  -0.29
C 0.841 -0.686 -2.125  -0.99
C -0.232 0.135 -2.767  0.69
C 0.098 1.443 -3.169  -0.79
C -0.897 2.363 -3.497  -0.56
C -2.256 1.980 -3.459  -0.19
C -2.590 0.633 -3.190  -0.57
C -1.561 -0.304 -2.959  -0.07
Br -3.602 3.219 -3.790  -0.05
H 0.459 -2.825 -1.784  0.58
H 1.797 -0.165 -2.148  0.80
H 0.638 -4.268 -4.081  0.43
H 3.459 -1.046 -3.264  0.35
H 1.689 -4.462 -6.312  0.37
H 4.355 -1.385 -5.531  0.37
H 1.135 1.772 -3.168  0.50
H -1.766 -1.378 -2.913  0.88
H -0.621 3.379 -3.760  0.46
H -3.645 0.377 -3.135  0.50
P 2.107 -0.410 1.573  0.19
C -2.939 3.136 -0.026  0.58
C -3.745 4.406 -0.342  -1.40
H -3.613 2.287 0.154  0.38
H -2.260 2.879 -0.847  -0.58
H -4.513 4.198 -1.094  0.37
H -4.235 4.789 0.559  0.43
H -3.101 5.202 -0.734  0.32
C -0.321 3.907 0.905  0.94
C 0.029 5.308 1.433  -1.48
H -0.360 3.899 -0.195  0.34
H 0.423 3.175 1.247  -0.86
H 0.936 5.680 0.943  0.42
H -0.775 6.029 1.244  0.38
H 0.206 5.293 2.513  0.38
C -1.894 1.845 2.458  1.02
C -2.639 2.051 3.791  -1.33
H -0.838 1.594 2.634  -0.70
H -2.365 1.057 1.851  0.00
H -2.179 1.469 4.596  0.36
H -2.646 3.106 4.090  0.40
H -3.688 1.748 3.703  0.34
C 1.564 -0.748 3.311  -0.15
C 2.701 -0.976 4.308  -1.43
H 0.882 -1.610 3.276  0.28
H 0.938 0.110 3.614  0.24
H 3.175 -1.956 4.170  0.30
H 3.477 -0.207 4.221  0.30
H 2.310 -0.930 5.333  0.44
C 2.435 1.398 1.630  0.25
C 3.064 1.984 0.371  -1.07
H 3.032 1.632 2.524  0.49
H 1.443 1.840 1.806  -0.62
H 4.061 1.561 0.195  0.39
H 2.453 1.806 -0.526  0.11
H 3.180 3.069 0.501  0.45
C 3.752 -1.217 1.293  -0.44
C 3.737 -2.734 1.050  -1.02
H 4.424 -0.982 2.138  0.50
H 4.177 -0.720 0.408  0.33
H 4.751 -3.055 0.756  0.44
H 3.470 -3.289 1.959  0.24
H 3.043 -3.027 0.248  0.11
C -4.742 -2.630 0.694  -1.21
C -3.297 -2.852 0.865  0.65
C -2.534 -3.593 1.773  -1.16
C -1.187 -3.384 1.432  0.43
N -1.125 -2.489 0.415  -0.26
N -2.416 -2.237 0.056  0.46
C 0.022 -4.015 1.994  -0.94
H -5.188 -3.351 -0.008  0.29
H -5.259 -2.747 1.651  0.36
H -4.932 -1.618 0.320  0.31
H -2.902 -4.196 2.593  0.45
H -2.638 -1.709 -0.794  0.04
H -0.246 -4.833 2.673  0.38
H 0.661 -4.432 1.206  0.28
H 0.632 -3.298 2.559  0.06

Atoms 1-2, force components in eV/Å:
N -0.4 -0.2 -0.1
C 0.4 0.3 0.1


Computed, not measured: C10H28N2P2ReSbSe4 as an isolated structure at a distorted geometry, with the ωB97M-V functional and the def2-TZVPD basis.

Output
Orbital gap (spin up / spin down) in eV: 4.84 / 4.87
LUMO energy (spin up / spin down) in eV: -15.31 / -15.29
Total energy in Eh: -11112.75721
Charge: +4
HOMO energy (spin up / spin down) in eV: -20.153 / -20.168

Each line ends with the Mulliken charge.
Element x y z (Å)
Re 0.250 -0.412 0.034  0.75
N 0.771 0.854 -1.661  -0.71
C 1.819 1.926 -1.401  -0.65
C 2.647 1.579 -0.164  -0.74
C 2.013 2.145 1.121  0.07
C 1.902 1.207 2.304  -0.74
N 0.979 -0.006 2.042  -0.65
H 1.277 0.131 -2.178  0.43
H 0.043 1.182 -2.292  0.29
H 1.294 2.868 -1.253  0.28
H 2.412 2.013 -2.309  0.50
H 3.660 1.957 -0.290  0.46
H 2.763 0.483 -0.108  0.27
H 1.013 2.494 0.874  -0.35
H 2.573 3.018 1.459  0.45
H 1.486 1.732 3.161  0.49
H 2.865 0.794 2.600  0.40
H 0.310 -0.122 2.801  0.32
H 1.587 -0.825 2.120  0.41
C -1.277 2.337 2.118  -1.47
P -1.459 1.268 0.659  0.65
C -1.889 2.377 -0.713  -1.53
C -2.994 0.363 1.055  -0.75
C -3.297 -0.618 -0.067  -0.97
P -1.793 -1.565 -0.407  0.79
C -1.776 -1.961 -2.185  -1.24
C -1.905 -3.124 0.512  -1.18
H -2.219 2.874 2.251  0.53
H -0.491 3.080 2.016  0.41
H -1.114 1.745 3.021  0.46
H -2.774 2.964 -0.457  0.49
H -2.112 1.816 -1.623  0.39
H -1.077 3.079 -0.911  0.37
H -3.822 1.059 1.209  0.62
H -2.834 -0.153 2.007  0.36
H -3.595 -0.106 -0.985  0.45
H -4.110 -1.300 0.193  0.55
H -2.686 -2.521 -2.422  0.46
H -0.915 -2.570 -2.456  0.39
H -1.783 -1.046 -2.779  0.38
H -2.775 -3.683 0.158  0.47
H -2.045 -2.925 1.577  0.38
H -1.012 -3.730 0.369  0.35
Se 5.324 -4.293 -3.318  0.38
Sb 3.294 -4.106 -0.949  0.83
Se 1.759 -2.254 -0.445  -0.13
Se 6.074 -4.199 -1.155  0.13
Se 3.639 -5.828 -3.132  0.15

Atoms 1-2, force components in eV/Å:
Re -1.1 2.2 0.6
N 0.4 -0.9 0.4


Computed, not measured: C12H14IN3O2Ti as an isolated structure at a distorted geometry, with the ωB97M-V functional and the def2-TZVPD basis.

Output
Multiplicity: 3
Orbital gap (spin up / spin down) in eV: 5.04 / 7.89
LUMO energy (spin up / spin down) in eV: -0.89 / -0.88
Total energy in Eh: -1927.55610
Charge: 0
⟨S²⟩: 2.03
HOMO energy (spin up / spin down) in eV: -5.929 / -8.774

Each line ends with the Mulliken spin population.
Element x y z (Å)
C 2.917 3.643 1.097  0.00
C 3.801 2.489 0.591  0.00
H 2.443 4.175 0.264  0.00
H 3.499 4.363 1.694  0.00
H 2.128 3.245 1.736  0.00
H 3.210 1.808 -0.036  0.00
H 4.655 2.841 -0.005  0.00
H 4.198 1.906 1.429  0.00
C -2.711 1.055 -0.563  0.00
C -3.935 0.974 -1.212  0.03
C -4.137 -0.018 -2.171  0.03
C -3.156 -0.983 -2.369  0.00
H -2.467 1.813 0.179  0.01
H -4.692 1.709 -0.972  0.00
H -5.056 -0.050 -2.747  0.00
H -3.316 -1.840 -3.021  0.00
N -1.737 0.169 -0.832  0.02
C -1.925 -0.866 -1.692  0.08
C -0.822 -1.843 -1.761  0.09
N 0.292 -1.622 -0.973  0.04
C 1.226 -2.622 -0.866  0.11
C 0.157 -3.902 -2.584  0.14
C 1.254 -3.701 -1.750  -0.04
H 1.964 -2.538 -0.055  0.00
H 2.108 -4.373 -1.755  0.00
C -0.917 -3.032 -2.493  -0.07
H -1.856 -3.246 -2.976  0.00
H 0.136 -4.726 -3.277  0.01
Ti 0.235 0.242 -0.018  1.30
I 0.642 2.361 -1.465  0.01
O -1.335 -0.152 2.672  0.14
N -0.701 0.074 1.685  0.10
O 0.758 -0.063 1.810  -0.01

Atoms 1-2, force components in eV/Å:
C 0.4 -0.1 -0.1
C 0.0 0.1 0.1


Computed, not measured: C36H32FN7O7SW as an isolated structure at a distorted geometry, with the ωB97M-V functional and the def2-TZVPD basis.

Output
Energy above the lowest of the compared OMol25 structures with the same formula, charge and spin in kJ/mol: 0.3
Multiplicity: 2
Orbital gap (spin up / spin down) in eV: 5.23 / 5.48
LUMO energy (spin up / spin down) in eV: -9.27 / -9.00
Total energy in Eh: -2865.25980
Charge: +3
⟨S²⟩: 0.79
HOMO energy (spin up / spin down) in eV: -14.498 / -14.475

Each line ends with the Mulliken spin population.
Element x y z (Å)
W 2.256 -2.052 1.091  0.96
O 1.645 2.444 0.410  0.00
C 3.013 2.637 0.275  -0.01
C 3.458 3.795 -0.330  0.00
C 4.805 4.072 -0.438  -0.01
C 5.707 3.265 0.220  0.00
C 5.277 2.188 0.939  -0.01
C 3.927 1.819 1.004  -0.01
C 3.609 0.509 1.560  -0.02
O 2.391 0.059 1.689  0.00
N 4.661 -0.279 1.743  -0.03
N 4.240 -1.507 1.872  -0.10
C 5.001 -2.455 2.365  0.10
C 4.350 -3.672 2.722  0.03
C 4.867 -4.900 3.182  0.04
C 3.981 -5.922 3.504  0.01
C 2.596 -5.781 3.286  0.01
C 2.118 -4.597 2.839  0.03
N 3.006 -3.589 2.568  -0.01
H 1.554 1.524 0.730  0.00
H 2.726 4.466 -0.753  0.00
H 5.104 4.950 -1.012  0.00
H 6.799 3.464 0.142  0.00
H 5.960 1.603 1.565  0.00
H 6.100 -2.438 2.417  -0.01
H 5.934 -4.954 3.373  0.00
H 4.349 -6.837 3.924  0.00
H 1.900 -6.615 3.456  0.00
H 1.034 -4.295 2.672  0.01
F -0.490 2.696 -3.012  0.00
C -1.215 1.969 -2.130  0.00
C -0.563 0.917 -1.486  0.00
C -1.149 0.140 -0.469  -0.01
C -0.434 -0.927 0.202  0.01
O 0.807 -1.170 -0.178  -0.02
C -1.117 -1.753 1.116  0.01
C -2.479 -1.525 1.279  0.00
N -3.187 -0.530 0.664  0.00
C -4.553 -0.285 1.006  0.00
C -4.827 0.920 1.836  0.00
C -4.951 -0.467 2.445  0.00
C -2.560 0.327 -0.245  0.00
C -3.226 1.306 -0.952  0.00
C -2.588 2.213 -1.845  0.00
N -3.298 3.298 -2.393  0.00
C -2.604 4.531 -2.762  0.00
C -3.580 5.604 -3.266  0.00
N -4.866 5.586 -2.507  0.00
C -5.604 4.273 -2.596  0.00
C -4.598 3.130 -3.019  0.00
C -0.439 -2.623 2.118  0.04
O -0.933 -3.628 2.616  0.00
O 0.770 -2.138 2.499  0.00
H 0.473 0.662 -1.762  0.00
H -2.975 -2.091 2.089  0.00
H -5.365 -0.501 0.256  0.00
H -5.781 1.402 1.614  0.00
H -4.045 1.569 2.167  0.00
H -5.916 -0.812 2.689  0.00
H -4.176 -0.730 3.160  0.00
H -4.300 1.427 -0.773  0.00
H -1.821 4.340 -3.530  0.00
H -2.062 4.835 -1.835  0.00
H -3.786 5.488 -4.293  0.00
H -3.156 6.617 -3.165  0.00
H -5.493 6.348 -2.808  0.00
H -4.686 5.790 -1.512  0.00
H -6.375 4.364 -3.362  0.00
H -6.053 4.079 -1.622  0.00
H -4.518 3.108 -4.145  0.00
H -5.012 2.123 -2.784  0.00
O 1.586 -3.835 0.435  -0.01
N 1.455 -3.745 -0.966  0.02
C 0.338 -4.339 -1.482  0.00
C 0.211 -4.539 -2.862  0.00
C 1.162 -3.960 -3.707  0.00
C 2.227 -3.235 -3.159  -0.01
C 2.436 -3.098 -1.756  0.02
S 3.690 -2.167 -1.008  -0.06
H -0.345 -4.706 -0.715  0.00
H -0.639 -5.114 -3.190  0.00
H 1.085 -4.050 -4.798  0.00
H 2.969 -2.774 -3.798  0.00
O 1.905 -0.358 5.830  0.00
C 2.282 -0.860 4.863  0.00

Atoms 1-2, force components in eV/Å:
W 0.9 1.1 2.6
O 0.9 -0.7 -0.6


Question: Which value of total energy does entry 4 give?
Answer: -2865.25980 Eh


Please write out number 2 again, unchanged.
Computed, not measured: C10H28N2P2ReSbSe4 as an isolated structure at a distorted geometry, with the ωB97M-V functional and the def2-TZVPD basis.

Output
Orbital gap (spin up / spin down) in eV: 4.84 / 4.87
LUMO energy (spin up / spin down) in eV: -15.31 / -15.29
Total energy in Eh: -11112.75721
Charge: +4
HOMO energy (spin up / spin down) in eV: -20.153 / -20.168

Each line ends with the Mulliken charge.
Element x y z (Å)
Re 0.250 -0.412 0.034  0.75
N 0.771 0.854 -1.661  -0.71
C 1.819 1.926 -1.401  -0.65
C 2.647 1.579 -0.164  -0.74
C 2.013 2.145 1.121  0.07
C 1.902 1.207 2.304  -0.74
N 0.979 -0.006 2.042  -0.65
H 1.277 0.131 -2.178  0.43
H 0.043 1.182 -2.292  0.29
H 1.294 2.868 -1.253  0.28
H 2.412 2.013 -2.309  0.50
H 3.660 1.957 -0.290  0.46
H 2.763 0.483 -0.108  0.27
H 1.013 2.494 0.874  -0.35
H 2.573 3.018 1.459  0.45
H 1.486 1.732 3.161  0.49
H 2.865 0.794 2.600  0.40
H 0.310 -0.122 2.801  0.32
H 1.587 -0.825 2.120  0.41
C -1.277 2.337 2.118  -1.47
P -1.459 1.268 0.659  0.65
C -1.889 2.377 -0.713  -1.53
C -2.994 0.363 1.055  -0.75
C -3.297 -0.618 -0.067  -0.97
P -1.793 -1.565 -0.407  0.79
C -1.776 -1.961 -2.185  -1.24
C -1.905 -3.124 0.512  -1.18
H -2.219 2.874 2.251  0.53
H -0.491 3.080 2.016  0.41
H -1.114 1.745 3.021  0.46
H -2.774 2.964 -0.457  0.49
H -2.112 1.816 -1.623  0.39
H -1.077 3.079 -0.911  0.37
H -3.822 1.059 1.209  0.62
H -2.834 -0.153 2.007  0.36
H -3.595 -0.106 -0.985  0.45
H -4.110 -1.300 0.193  0.55
H -2.686 -2.521 -2.422  0.46
H -0.915 -2.570 -2.456  0.39
H -1.783 -1.046 -2.779  0.38
H -2.775 -3.683 0.158  0.47
H -2.045 -2.925 1.577  0.38
H -1.012 -3.730 0.369  0.35
Se 5.324 -4.293 -3.318  0.38
Sb 3.294 -4.106 -0.949  0.83
Se 1.759 -2.254 -0.445  -0.13
Se 6.074 -4.199 -1.155  0.13
Se 3.639 -5.828 -3.132  0.15

Atoms 1-2, force components in eV/Å:
Re -1.1 2.2 0.6
N 0.4 -0.9 0.4


Question: charge of number 3 (C12H14IN3O2Ti)?
Answer: 0